Entry 1:
# C49H40BeN6S

A molecular structure, C49H40BeN6S at a distorted geometry (ωB97M-V/def2-TZVPD, the Open Molecules 2025 dataset).

Output
E_HOMO (spin up / spin down)	-6.2 / -6.2	eV
HOMO-LUMO gap (spin up / spin down)	0.18397 / 0.18422	Ha
E_LUMO (spin up / spin down)	-0.04562 / -0.04487	Ha

The geometry in ORCA input format:
```
! wB97M-V def2-TZVPD RIJCOSX def2/J DEFGRID3
* xyz 0 1
S -1.0743 1.4190 1.1762
N -0.1892 3.8272 1.9492
N 0.4126 3.0468 -0.1418
N -1.5843 -1.8616 -0.3103
N 0.2826 -1.8357 1.3990
N 1.6280 -0.2574 -0.1091
N -0.3291 -0.1318 -1.6461
C -2.7112 -1.5040 -1.0218
C 2.1332 1.1276 5.7575
C 2.9824 0.8059 -3.4613
C 4.0331 1.6673 -3.1028
C -4.0490 0.1308 -4.0086
C -2.1826 -7.0189 2.8075
C 3.1942 1.7174 3.2635
C 1.1654 4.1851 -0.5939
C 1.0627 -1.3855 2.4111
C -1.7760 -7.9798 1.9333
C -1.3937 1.2181 -3.2671
C 3.7125 0.9653 -5.7865
C 2.0350 0.2485 -2.5071
C 4.8838 2.1242 -4.0660
C 3.0464 2.1505 5.6495
C -5.2042 0.4308 -4.6867
C 1.3176 -2.4308 3.4165
C -3.3064 -3.4250 0.0236
C 2.4582 4.4274 0.2194
C 3.8415 -0.1016 -0.8040
C -0.2113 2.8582 1.0396
C -3.8117 -2.4192 -0.7709
C 3.8297 -0.0663 0.5728
C -0.0737 1.0852 -3.5899
C 2.8286 0.4868 -4.8303
C -1.1091 3.8960 3.0839
C -6.4197 -0.0162 -2.6836
C 2.3483 0.5530 3.3770
C -1.9200 -3.1040 0.2378
C -1.3409 -5.2372 1.4085
C 2.4762 -0.1205 -1.1866
C 3.5765 2.4458 4.3750
C 0.6175 0.3415 -2.6071
C -6.4330 0.3425 -4.0189
C -1.0819 -3.8308 1.0576
C 2.4597 -0.1088 0.9550
C -2.0333 -5.6887 2.5185
C 1.8640 0.2878 4.6505
C -1.0612 -7.5403 0.7296
C -5.2747 -0.1750 -1.9924
C -1.5658 0.2925 -2.1692
C -0.8306 -6.1964 0.5235
C 4.7233 1.8272 -5.3935
C -2.7947 -0.3728 -1.8757
C 0.5414 -3.5091 3.0339
C 1.9233 -0.2212 2.2809
C -4.0398 -0.1790 -2.6143
C -0.1112 -3.1281 1.8116
C -2.4265 4.6439 2.7286
Be -0.1187 -0.7898 -0.0343
H -0.2168 -5.8541 -0.3264
H 2.8795 5.4823 0.0440
H 4.7003 -0.1656 -1.4681
H 4.4045 3.1367 4.3541
H -3.8212 -4.2620 0.5058
H 3.3480 2.7104 6.4924
H 5.4063 2.1728 -6.0641
H -4.7830 -2.2571 -1.1701
H -5.3550 -0.3443 -0.8985
H 3.6063 0.8143 -6.8702
H -3.1031 0.0439 -4.5200
H -1.8666 -9.0238 2.0988
H 2.0452 -0.1622 -5.1843
H 3.5522 1.9932 2.2715
H -5.1688 0.5735 -5.7699
H -1.2390 2.8457 3.3714
H 4.1150 1.9192 -2.0352
H 1.3596 4.0690 -1.6500
H 0.4235 1.6480 -4.3853
H 1.1435 -0.4783 4.7164
H -2.1321 1.5494 -3.9880
H -2.2733 -4.9201 3.2441
H 0.5826 -4.5741 3.3002
H 3.2343 3.6973 -0.0233
H -7.3746 0.5342 -4.5459
H 0.2900 4.6922 1.7474
H 0.5473 5.0665 -0.3810
H 2.3328 4.3953 1.2742
H -3.1045 4.0324 2.0610
H 2.0454 -2.4781 4.1846
H -0.5751 4.4407 3.8970
H -2.9674 4.9706 3.6108
H 0.0483 2.4002 -0.8369
H -2.7129 -7.2391 3.6599
H -7.3510 -0.1667 -2.1777
H -2.2515 5.6092 2.0882
H -0.6953 -8.2552 0.0458
H 1.6556 0.8058 6.6826
H 5.7219 2.7001 -3.7654
H 4.6292 -0.0390 1.2992
*
```

=====

Entry 2:
# C49H40ClF5GeMnN3O4

A molecular structure, C49H40ClF5GeMnN3O4 (ωB97M-V/def2-TZVPD, the Open Molecules 2025 dataset).

Output
E_HOMO (spin up / spin down)	-4.8 / -4.0	eV
⟨S²⟩	0.778
HOMO-LUMO gap (spin up / spin down)	0.23415 / 0.20466	Ha
E_LUMO (spin up / spin down)	0.05824 / 0.05615	Ha
energy above the lowest of the compared OMol25 structures with the same formula, charge and spin	0.00	kcal/mol

The geometry in ORCA input format:
```
! wB97M-V def2-TZVPD RIJCOSX def2/J DEFGRID3
* xyz -1 2
Ge 1.9226 -2.4286 1.7877
Mn -1.0479 1.7359 0.0527
Cl -1.0866 8.7909 -1.6799
F -2.9518 4.1819 4.4876
F -5.5493 3.5324 4.0149
F -6.1977 2.1400 1.7590
F -4.3226 1.4318 0.0201
F -1.0427 3.4706 2.7940
O 0.8817 0.3231 3.5285
O -0.2584 0.7905 1.6719
O 0.0290 3.3833 0.2666
O 0.6143 1.1093 -1.1806
N -1.8611 0.0455 -0.6928
N 2.2924 0.4755 -2.5603
N -2.0149 2.5099 -1.5142
C -2.7179 1.5691 -2.2924
C -1.8596 -2.6251 3.8067
C 0.2531 6.9269 -0.2006
C -0.6878 -4.6917 4.1342
C 3.3218 -1.9990 4.2719
C 1.6359 -0.7177 -3.1225
C 1.2990 2.6671 -2.8800
C 3.1724 -4.6073 -1.6413
C -2.0675 3.7747 -1.7911
C 4.5961 -3.3157 2.7214
C 4.3652 -2.0692 5.1846
C 0.8251 0.6177 2.3305
C -0.7965 -2.1288 3.0600
C -2.5555 2.4074 1.2914
C -1.8121 -3.9037 4.3409
C -2.5875 0.2282 -1.8335
C -1.5294 6.1214 -1.5927
C 5.6402 -3.3895 3.6357
C -3.2684 3.4954 3.3743
C 0.5084 5.6623 0.2357
C -3.4539 1.7980 -3.4296
C -4.9114 2.4677 2.0007
C -3.9187 -0.5636 -3.7001
C 0.4862 -0.3056 -4.0578
C 1.3840 1.4054 -2.0699
C -4.5913 3.1695 3.1432
C 3.1067 -3.7402 -0.5588
C 2.0946 -0.7709 0.7560
C 0.3698 -4.1968 3.3852
C -2.2209 -2.3084 -0.8878
C -4.0551 0.7280 -4.1243
C 1.0337 -4.7147 0.1144
C -3.8968 2.1185 1.1238
C -2.2979 3.1116 2.4623
C -1.6843 -1.1716 -0.2434
C -0.2620 4.5289 -0.1922
C 0.7567 0.9923 -4.8459
C 3.4253 -2.6258 3.0275
C -0.7837 7.1584 -1.1272
C 0.4286 2.3058 -4.1069
C 1.0879 -5.5822 -0.9704
C -1.3013 4.7936 -1.1535
C -3.1710 -0.8397 -2.5314
C 5.5243 -2.7662 4.8695
C -2.9635 -2.1444 -2.0178
C 2.1591 -5.5328 -1.8504
C 2.1076 0.5575 1.5150
C 0.3303 -2.9155 2.8260
C 2.0422 -3.7792 0.3463
H 2.9663 0.6180 2.1844
H 2.8848 0.8994 -3.2596
H -1.0948 -1.2574 0.6595
H -2.0340 -3.2869 -0.4663
H 0.8367 7.7639 0.1611
H -4.3761 -1.3810 -4.2441
H -2.6410 -4.2811 4.9277
H 3.8998 -3.0111 -0.4271
H 4.2740 -1.5726 6.1429
H 4.0124 -4.5575 -2.3242
H -3.3956 -2.9935 -2.5343
H 1.7922 1.0047 -5.2094
H 4.6942 -3.8218 1.7669
H -0.6310 -5.6865 4.5602
H 2.1359 1.3880 0.8080
H 2.2960 2.9806 -3.2013
H -2.7191 4.1232 -2.5935
H 6.3371 -2.8210 5.5837
H -0.8471 -1.1062 2.7093
H 0.4832 3.1327 -4.8187
H 0.1312 0.9790 -5.7413
H 1.2831 -0.7533 0.0290
H 1.2918 5.4657 0.9559
H -2.3149 6.3059 -2.3168
H 6.5420 -3.9356 3.3850
H 2.4302 -1.4273 4.5091
H 3.0215 -0.9031 0.1876
H 0.1879 -4.7669 0.7908
H -2.7204 -1.9918 3.9835
H 0.2865 -1.1249 -4.7523
H -0.6090 2.2462 -3.7758
H -3.5769 2.7989 -3.8199
H 0.8416 3.4679 -2.3020
H -0.4271 -0.1724 -3.4710
H 1.2475 -4.8206 3.2400
H -4.6304 0.9440 -5.0160
H 2.4016 -1.2756 -3.6632
H 2.2035 -6.2092 -2.6953
H 0.2898 -6.2981 -1.1281
H 1.2794 -1.3551 -2.3153
*
```

=====

Entry 3:
# C49H41FeIN6O3P2STe

A molecular structure, C49H41FeIN6O3P2STe at a distorted geometry (ωB97M-V/def2-TZVPD, the Open Molecules 2025 dataset).

Output
E_HOMO (spin up / spin down)	-9.2 / -9.7	eV
⟨S²⟩	8.769
HOMO-LUMO gap (spin up / spin down)	0.25148 / 0.23326	Ha
E_LUMO (spin up / spin down)	-0.08776 / -0.12397	Ha
energy above the lowest of the compared OMol25 structures with the same formula, charge and spin	0.00	kcal/mol

The geometry in ORCA input format:
```
! wB97M-V def2-TZVPD RIJCOSX def2/J DEFGRID3
* xyz 1 6
I -6.7912 2.9173 0.9186
Te 3.6777 -0.3327 -1.6851
Fe -1.5450 -0.2194 -0.2298
S -1.5474 -0.9031 2.1091
P 1.3763 1.5024 0.0709
P 0.6188 -1.2202 -0.8897
O -1.6669 1.8572 0.3006
O -2.6604 4.2340 1.1149
O -2.1807 1.2932 -1.7438
N -2.4200 -2.4834 -0.4907
N -2.7160 -2.6722 3.7025
N -4.7834 -0.0883 -1.2065
N 7.2329 0.9878 1.4239
N -3.9642 -0.0764 -0.1464
N -2.7989 -3.3824 1.6516
C 5.0305 0.1077 1.0674
C -5.7875 0.8026 -1.0953
C 3.0441 3.2544 -1.2394
C -2.0767 2.1821 -0.8485
C 0.0483 2.2900 3.8352
C 0.4769 -3.9997 -0.7471
C 6.0853 0.4897 1.8842
C -2.4877 -1.8090 4.8550
C -5.6124 1.4263 0.1162
C 3.4203 3.1772 1.1372
C -3.3684 -3.8936 3.7198
C 5.1654 0.2547 -0.3040
C -3.0078 6.2091 -1.9409
C 0.7098 -1.3347 -2.7260
C 1.2998 0.2432 4.0019
C 1.5314 0.2755 2.6319
C -2.9351 -4.9235 -1.6841
C 1.9936 -5.4247 0.4548
C -2.4736 3.9552 -2.5240
C 0.5582 1.2489 4.6046
C -2.3731 -2.3333 2.4353
C 4.4775 4.0671 0.9917
C 1.1875 -2.8684 -0.3365
C -2.9851 5.8659 -0.6017
C 7.3590 1.1107 0.1022
C 0.0454 -0.3417 -3.4538
C 0.8826 -5.2696 -0.3653
C 0.1027 -0.3302 -4.8406
C -2.4206 3.5925 -1.1769
C -2.7083 -3.8049 -2.4733
C 2.2896 -3.0354 0.4932
C -2.4306 -2.6197 -1.8278
C 4.1017 4.1377 -1.3830
C -2.7532 5.2515 -2.9153
C -2.6924 -3.5415 0.2466
C 0.8202 -1.3090 -5.5159
C 1.9946 -0.0943 -0.4513
C -2.9180 -4.7973 -0.3107
C -4.4629 0.8406 0.6705
C 2.6920 -4.3065 0.8847
C 4.8302 4.5324 -0.2670
C -3.4211 -4.3404 2.4667
C 1.4384 -2.3090 -3.4123
C -2.6822 4.5651 -0.2030
C 1.4931 -2.2909 -4.8004
C 2.7157 2.7415 0.0180
C 1.0529 1.3322 1.8617
C 0.2964 2.3358 2.4718
C 6.3606 0.7619 -0.7981
H 2.0593 -3.0533 -5.3232
H -1.4603 -1.4557 4.8519
H 2.4542 2.9696 -2.1030
H 5.0366 4.3854 1.8642
H 4.1251 -0.2888 1.5067
H 3.1517 2.8199 2.1242
H 4.3547 4.5218 -2.3651
H 6.5176 0.8871 -1.8646
H 0.8522 -1.3089 -6.5998
H -3.1307 -5.8858 -2.1399
H -3.7272 -4.3480 4.6275
H 2.0759 -0.5281 2.1589
H -0.4201 0.4424 -5.3923
H -2.1951 -1.7226 -2.3984
H -3.2030 6.6150 0.1553
H -3.0632 -5.6695 0.3091
H -0.5209 0.4259 -2.9349
H -2.7748 5.5161 -3.9655
H -3.1389 -0.9367 4.8055
H -2.6904 -2.3747 5.7604
H -2.7202 -3.8573 -3.5548
H 5.6703 5.2081 -0.3797
H -3.8756 -5.2331 2.0782
H -3.9745 1.0678 1.6061
H 0.3399 -6.1391 -0.7183
H -6.5446 0.9332 -1.8542
H 3.5601 -4.4209 1.5222
H 1.9564 -3.0877 -2.8688
H -4.5796 -0.6786 -1.9912
H 8.3030 1.5121 -0.2539
H -3.2254 7.2324 -2.2240
H -0.3783 -3.8872 -1.4023
H 2.8532 -2.1754 0.8256
H 6.0058 0.3911 2.9631
H 0.3735 1.2231 5.6723
H -2.8891 5.0120 1.6313
H 2.3173 -6.4157 0.7494
H 1.7079 -0.5667 4.5967
H -0.5470 3.0653 4.3040
H -2.2793 3.1800 -3.2534
H -0.1154 3.1373 1.8667
*
```

=====

Entry 4:
# C49H43FN2NiO2SSb2

A molecular structure, C49H43FN2NiO2SSb2 (ωB97M-V/def2-TZVPD, the Open Molecules 2025 dataset).

Output
E_HOMO (spin up / spin down)	-7.6 / -7.9	eV
⟨S²⟩	2.010
HOMO-LUMO gap (spin up / spin down)	0.26938 / 0.26736	Ha
E_LUMO (spin up / spin down)	-0.00868 / -0.02154	Ha

The geometry in ORCA input format:
```
! wB97M-V def2-TZVPD RIJCOSX def2/J DEFGRID3
* xyz 0 3
Sb -2.0279 -1.5229 -0.3022
Sb -0.8930 0.5867 -3.1087
Ni -0.3275 0.5209 0.4086
S -1.8372 0.5260 3.1168
F -2.3159 6.2686 -0.0198
O -2.0255 1.8232 3.7049
O -2.8150 0.0669 2.1508
N 1.6953 0.5566 0.8160
N -0.4122 0.3540 2.3898
C 4.0424 0.7244 0.4228
C -0.4492 -2.3918 -2.9689
C -0.1408 -0.6623 -7.2995
C -4.2405 -1.4221 -2.4253
C -1.6501 -4.0375 1.4334
C 3.2062 0.9834 2.6652
C -1.9715 -4.9933 2.3892
C -4.0878 -3.9167 2.7457
C 2.7194 0.5411 -0.0070
C 0.0313 -0.2790 -5.9774
C 4.2786 0.9573 1.7469
C -0.6877 4.7112 0.6648
C -5.4336 -1.0125 -3.0058
C -2.3412 -0.0281 -5.7384
C -1.8274 -0.6372 4.4522
C -0.9788 2.3498 0.1185
C -6.3007 -0.1899 -2.3007
C -5.9719 0.2261 -1.0180
C -1.2546 -2.9094 -1.7643
C 3.3674 1.2476 4.0436
C -3.1915 -4.9338 3.0457
C 2.2625 1.2760 4.8452
C -1.8817 4.9864 0.0307
C 2.1266 3.7707 -2.6077
C -2.3892 -1.1721 6.7169
C -1.3586 -2.8170 5.3157
C -4.7762 -0.1751 -0.4359
C -2.5177 -0.4095 -7.0644
C 0.3988 -1.1283 -2.7416
C -3.7682 -2.9645 1.7881
C -1.4177 -0.7294 -7.8442
C -1.9126 -3.4412 7.6944
C -2.3574 -0.2558 5.6783
C -2.1867 2.6855 -0.4921
C 2.2064 4.3679 -3.8568
C -1.8897 -2.4621 6.5512
C -3.9076 -1.0101 -1.1371
C 0.9709 1.0152 4.3478
C 1.4318 3.8807 -4.8993
C -1.3265 -1.9141 4.2648
C -2.5473 -3.0203 1.1210
C 1.2818 2.6876 -2.4082
C 0.5929 2.7913 -4.6995
C -0.2542 3.3918 0.7017
C 0.7707 0.7125 3.0167
C -2.6493 3.9973 -0.5453
C 0.5176 2.1706 -3.4526
C 1.9140 0.7449 2.1544
C -1.0666 0.0403 -5.1790
H -2.8065 -0.8796 7.6737
H -2.7341 0.7505 5.8032
H -0.9122 -2.1975 3.3068
H 5.2861 1.1273 2.1079
H -5.6835 -1.3363 -4.0087
H -0.0021 2.4284 -5.5282
H -1.2660 -5.7820 2.6203
H 4.8448 0.6991 -0.3008
H 0.7217 -0.9052 -7.9076
H -5.0379 -3.8609 3.2617
H 2.3721 1.5001 5.8986
H -2.8966 -3.4721 8.1639
H -1.6629 -4.4465 7.3577
H 2.7043 4.1591 -1.7777
H -2.8019 1.9130 -0.9427
H -3.2090 0.2167 -5.1346
H 4.3570 1.4369 4.4385
H -3.5140 -0.4554 -7.4863
H -6.6416 0.8756 -0.4689
H 2.5022 0.3991 -1.0588
H -1.1273 -2.2195 -3.8098
H 0.8294 -1.1175 -1.7364
H -3.4422 -5.6754 3.7935
H 2.8571 5.2187 -4.0138
H -3.5883 4.2524 -1.0194
H -3.5695 -2.0600 -2.9893
H -2.0706 -3.5527 -2.0979
H -1.5509 -1.0276 -8.8763
H 1.0352 -0.2135 -5.5727
H -4.4702 -2.1691 1.5715
H 0.6817 3.1846 1.2150
H 1.2218 -1.0830 -3.4552
H -0.1223 5.5141 1.1200
H -1.1926 -3.1562 8.4639
H 0.2043 -3.2050 -3.2981
H -0.6131 -3.5405 -1.1445
H -4.5087 0.1821 0.5520
H -0.6851 -4.0945 0.9418
H 1.4741 4.3514 -5.8737
H 0.1295 1.0589 5.0228
H -0.9687 -3.8173 5.1686
H 1.1865 2.2778 -1.4120
H -7.2304 0.1312 -2.7528
*
```